No. 1
Molecular formula: C18H18Cl2IN3O4Sn
Method: DFT, ωB97M-V/def2-TZVPD

- strongest force on any atom (eV/A) = 2.122
- relative energy (zero: lowest compared OMol25 entry of this formula, charge and spin) (kcal per mole) = 14.54

CARTESIAN COORDINATES (ANGSTROEM)
Sn -0.1426 0.1058 0.9959
C 2.4265 3.8383 2.2551
O 3.5594 3.0648 2.5750
C 3.9060 2.0281 1.7382
C 5.2604 1.7855 1.6261
C 5.7387 0.7499 0.8300
C 4.8564 0.0055 0.0909
C 3.4685 0.1984 0.1972
C 2.6398 -0.5575 -0.6885
N 1.3530 -0.6750 -0.6508
N 0.7625 -1.2900 -1.7142
C -0.4936 -0.9923 -1.8474
O -1.1566 -0.1849 -1.0820
C -1.2514 -1.6707 -2.9161
C -2.4940 -1.1644 -3.2936
C -3.2855 -1.8554 -4.1935
C -2.8369 -3.0530 -4.7259
C -1.5890 -3.5447 -4.3772
C -0.7921 -2.8569 -3.4824
C 2.9627 1.1817 1.0911
O 1.6934 1.3171 1.3525
H 2.5735 4.8058 2.7406
H 1.5112 3.3738 2.6252
H 2.3297 3.9820 1.1768
H 5.9347 2.4263 2.1737
H 6.7988 0.5579 0.7766
H 5.2134 -0.7702 -0.5714
H 3.1560 -1.0192 -1.5348
H -2.8258 -0.2219 -2.8761
H -4.2493 -1.4639 -4.4925
H -3.4558 -3.6017 -5.4214
H -1.2448 -4.4694 -4.8156
H 0.1779 -3.2298 -3.1980
N -4.9631 -0.5853 1.4600
C -3.6651 -0.8406 1.2311
O -2.7895 -0.2398 1.8230
C -3.3890 -1.8951 0.1933
I -1.8669 -3.2315 0.8832
H -5.2045 0.1534 2.1020
H -5.7112 -1.0779 1.0057
H -2.9867 -1.4173 -0.7001
H -4.2686 -2.4844 -0.0486
Cl -2.6497 3.1093 5.0422
C -1.0084 3.0473 4.4015
Cl -0.9305 1.9563 3.0009
H -0.3476 2.6625 5.1767
H -0.7245 4.0430 4.0655

Force components x, y, z for each atom (eV/Å):
Sn 1.3 -0.5 -1.6
C -0.4 0.3 0.0
O 0.2 -0.6 0.0
C 0.3 0.2 0.1
C -0.4 0.0 0.0
C 0.1 -0.1 -0.1
C -0.1 -0.1 0.0
C 0.3 0.4 0.5
C -0.5 -0.2 -0.4
N 0.0 0.8 0.9
N 0.2 -0.7 -0.8
C 0.3 0.3 0.5
O 0.2 0.3 0.8
C -0.3 -0.1 -0.3
C 0.1 0.1 0.1
C -0.1 0.0 -0.1
C -0.1 0.0 -0.1
C 0.0 0.0 -0.1
C -0.1 0.1 0.1
C 0.0 -0.1 0.0
O -0.7 -0.2 -0.1
H 0.0 -0.1 -0.1
H 0.0 0.0 -0.1
H 0.0 0.0 0.0
H 0.1 0.1 0.1
H 0.1 0.0 -0.1
H 0.1 -0.1 -0.1
H -0.2 -0.1 0.1
H 0.0 0.0 0.0
H 0.0 0.0 0.0
H 0.0 0.0 0.0
H 0.1 -0.1 0.0
H 0.1 0.0 0.1
N -0.7 0.1 0.0
C 0.0 -0.1 0.1
O 0.1 0.1 0.0
C 0.1 -0.2 0.0
I -0.2 0.1 -0.2
H 0.1 0.0 0.0
H 0.1 0.0 0.0
H 0.0 0.0 0.1
H 0.1 -0.1 0.0
Cl -0.1 0.1 0.1
C 0.0 0.1 0.0
Cl -0.2 0.5 0.7
H -0.1 0.1 -0.2
H 0.0 -0.2 0.1

=====

No. 2
Molecular formula: C31H53Br2Cl27O5
Method: DFT, ωB97M-V/def2-TZVPD

- strongest force on any atom (eV/A) = 2.582

CARTESIAN COORDINATES (ANGSTROEM)
C -1.0320 3.6303 4.9117
Cl -1.2805 2.0806 4.0793
Cl -0.3325 3.3608 6.5070
Cl -2.5686 4.5965 4.9682
H -0.3782 4.2861 4.3368
C -1.0172 -3.9407 -3.9748
Cl -2.5041 -4.8808 -4.0074
Cl -0.0353 -4.1821 -5.4684
Cl -0.1559 -4.2916 -2.4862
H -1.2638 -2.8794 -3.9433
C -2.0768 3.0319 -4.2585
Cl -3.7471 3.2034 -3.6777
Cl -1.8054 4.2444 -5.5871
Cl -1.6785 1.4794 -4.8958
H -1.3456 3.3321 -3.5079
C -3.4138 -2.2538 2.8719
Cl -2.4515 -3.6059 2.2382
Cl -2.8222 -1.6872 4.4686
Cl -5.0020 -3.0303 3.1049
H -3.5468 -1.4294 2.1714
C -2.6413 5.3969 -0.0242
Cl -1.7494 4.0636 -0.8043
Cl -1.5556 6.8076 0.2014
Cl -3.5328 5.0336 1.4181
H -3.3535 5.7303 -0.7790
C 1.0019 -5.9678 0.7036
Cl -0.6280 -6.6973 1.0004
Cl 2.1175 -7.1212 -0.0508
Cl 1.7909 -5.4568 2.2644
H 0.9206 -5.1262 0.0158
C 3.3946 4.2011 -5.5149
Cl 4.1581 5.6615 -4.8866
Cl 2.9868 4.4300 -7.2284
Cl 2.0611 3.6321 -4.5580
H 4.1572 3.4261 -5.5915
C 6.5712 1.9152 -1.9337
Cl 4.8924 2.1579 -2.1376
Cl 7.2606 0.6027 -2.9366
Cl 6.8354 1.5685 -0.2485
H 7.1520 2.7934 -2.2155
C -0.0790 0.6157 -0.0198
Cl -1.1466 0.1799 -1.3469
Cl 1.5995 0.6416 -0.6178
Cl -0.2888 -0.5250 1.3265
H -0.1981 1.6452 0.3180
C -5.7918 2.0413 1.4836
C -6.2660 0.9143 0.5633
C -5.0048 0.3475 0.0038
O -4.0563 0.5314 1.0394
C -4.5027 1.4880 2.0134
H -6.5096 2.1154 2.3006
H -5.6227 3.0343 1.0673
H -7.0579 1.2618 -0.1002
H -6.6741 0.0660 1.1127
H -4.7045 0.9800 -0.8316
H -4.9671 -0.6302 -0.4765
H -3.7361 2.2366 2.2135
H -4.7467 0.9114 2.9057
C 2.8552 0.0565 -4.2373
C 3.1841 -1.2572 -3.6189
C 2.8961 -2.2686 -4.6807
O 1.8550 -1.6558 -5.4902
C 1.8543 -0.2215 -5.3668
H 3.7717 0.4335 -4.6911
H 2.5369 0.7679 -3.4753
H 2.5758 -1.3753 -2.7222
H 4.1984 -1.3977 -3.2453
H 2.6323 -3.2623 -4.3187
H 3.7569 -2.5439 -5.2900
H 0.8460 0.1855 -5.2901
H 2.2241 0.1673 -6.3155
C 3.3536 2.9907 2.2111
C 3.0150 4.2604 1.4649
C 1.4925 4.0942 1.0887
O 0.9251 3.1221 1.9496
C 1.9463 2.6754 2.8090
H 4.1184 3.1902 2.9617
H 3.6478 2.1440 1.5908
H 3.7289 4.4013 0.6534
H 3.1720 5.0748 2.1722
H 1.4029 3.8032 0.0420
H 0.9674 5.0401 1.2211
H 1.8324 1.6196 3.0545
H 1.8340 3.2492 3.7289
C 1.0135 -0.7612 5.5924
C 2.1646 0.1538 5.9537
C 3.3501 -0.5988 5.4956
O 2.8860 -1.2433 4.2510
C 1.4698 -1.3643 4.3018
H 0.0229 -0.3461 5.4067
H 0.8449 -1.5346 6.3418
H 2.1119 0.3698 7.0208
H 2.1052 1.0686 5.3640
H 3.7130 -1.2655 6.2779
H 4.2050 0.0270 5.2394
H 1.1278 -2.3937 4.1948
H 1.0905 -0.8063 3.4457
C -5.1123 -3.2502 -2.5767
C -4.0827 -3.3930 -1.4130
C -4.4165 -4.6872 -0.7933
O -4.9630 -5.4639 -1.8157
C -5.7689 -4.6628 -2.6705
H -4.5952 -3.0600 -3.5172
H -5.8358 -2.4416 -2.4725
H -4.1365 -2.6399 -0.6268
H -3.0737 -3.4792 -1.8161
H -5.1378 -4.5412 0.0107
H -3.5267 -5.0655 -0.2901
H -6.7676 -4.6190 -2.2361
H -5.8426 -5.0515 -3.6862
Br 2.8475 -2.7973 -0.0808
C 3.8733 -2.1033 1.4884
C 5.3733 -2.4464 1.2942
Br 6.3401 -1.8498 2.9280
H 3.4724 -2.6031 2.3702
H 3.7175 -1.0256 1.5378
H 5.7929 -1.8588 0.4776
H 5.4854 -3.5306 1.2961

Force components x, y, z for each atom (eV/Å):
C -0.5 0.4 -0.3
Cl 0.0 0.5 0.2
Cl -0.2 0.1 -0.2
Cl 0.5 -0.6 0.2
H 0.1 -0.5 0.0
C 0.0 0.4 -0.7
Cl 0.1 -0.1 -0.3
Cl -0.5 -0.1 0.9
Cl 0.4 -0.1 0.0
H 0.0 -0.3 -0.1
C 0.2 1.5 -0.8
Cl 0.5 -0.3 0.0
Cl -0.1 -0.2 0.4
Cl -0.1 -0.7 0.1
H -0.5 -0.3 0.2
C -0.6 -1.1 0.7
Cl 0.7 0.7 -0.1
Cl 0.0 0.0 -0.9
Cl -0.5 0.6 0.1
H 0.4 0.0 0.1
C 0.1 1.0 -1.3
Cl -0.2 0.0 0.7
Cl -0.1 -0.5 0.2
Cl 0.2 -0.4 0.2
H 0.1 -0.2 0.2
C 0.3 -0.5 0.7
Cl 1.0 0.6 -0.2
Cl -0.4 0.0 -0.1
Cl -0.8 0.0 -0.8
H -0.2 0.0 0.5
C 1.0 -0.3 -0.9
Cl -0.2 -0.1 0.2
Cl -0.4 0.1 0.0
Cl -0.2 0.0 0.2
H -0.2 0.1 0.6
C 1.3 -0.2 -0.1
Cl -1.2 0.2 -0.8
Cl -0.4 0.1 0.0
Cl 0.5 -0.1 0.8
H -0.4 0.0 0.1
C 0.5 0.0 0.1
Cl -0.2 0.3 0.0
Cl 0.2 -0.2 0.1
Cl 0.1 0.4 -0.4
H -0.6 -0.3 0.2
C -0.5 -0.2 0.6
C -1.0 -0.4 0.2
C 0.8 1.9 -1.6
O 1.1 -0.8 0.2
C -0.2 -0.9 0.1
H 0.0 0.4 0.0
H -0.4 -0.2 -0.6
H 0.3 -0.2 -0.4
H -0.5 0.4 0.7
H 0.3 0.4 -0.3
H -0.3 -0.4 0.9
H 0.1 -0.2 -0.1
H 0.4 0.1 0.4
C 0.6 1.3 -0.4
C 0.1 -0.9 1.3
C -0.6 0.0 -0.8
O -0.3 -0.7 0.3
C 0.9 -0.9 -0.2
H 0.0 0.4 0.0
H -0.2 0.1 -0.2
H -0.3 -0.4 -0.1
H 0.2 0.5 -0.1
H -0.9 0.2 0.2
H 0.4 0.7 -0.4
H -0.1 -0.4 0.6
H 0.2 0.2 -0.1
C -1.5 -0.5 0.3
C -0.3 -0.1 -0.1
C 1.3 1.0 -0.4
O 0.5 -0.3 -0.8
C 1.1 -0.2 1.3
H -0.1 -0.3 0.1
H 0.2 0.2 -0.2
H -0.5 0.2 -0.4
H -0.3 0.2 -0.1
H -0.2 -0.2 -0.1
H -0.1 0.1 -0.1
H -0.2 -0.1 -0.2
H 0.1 0.0 0.5
C -0.9 -0.5 0.0
C -1.3 1.0 0.5
C 0.5 -0.5 -1.0
O 1.1 0.0 1.4
C 0.0 -0.1 -0.8
H 0.1 0.6 0.3
H 0.3 -0.1 0.2
H 0.4 0.3 -0.1
H -0.2 0.2 0.2
H -0.2 -0.7 -0.3
H -0.1 0.1 -0.2
H 0.3 -0.2 -0.1
H -0.1 0.0 0.0
C 0.3 -0.2 -0.4
C -0.2 1.1 -0.8
C -0.5 0.0 0.9
O 0.3 -1.8 -0.8
C 0.3 1.3 1.4
H 0.1 0.1 0.1
H -0.1 -0.1 0.3
H 0.2 0.4 -0.4
H 0.0 0.5 0.1
H -0.4 0.0 0.2
H 0.0 -0.9 -0.5
H -0.3 0.0 -0.1
H 0.3 -0.3 0.2
Br 0.5 0.3 0.5
C 0.8 -0.4 -0.3
C -1.3 0.5 0.9
Br -0.3 -0.1 -0.5
H 0.0 0.2 -0.2
H -0.2 -0.2 0.0
H 0.1 -0.6 0.0
H 0.3 0.3 -0.5

=====

no.,HOMO-LUMO gap (eV)
1,7.1
2,9.5